(1)
A single C4H11N2O molecule in a non-equilibrium geometry, computed with ωB97M-V/def2-TZVPD.

E_LUMO (spin up / spin down) in eV: 0.4 / 0.4
HOMO-LUMO gap (spin up / spin down) in eV: 4.4258 / 7.9364
Total charge: 0
HOMO level (spin up / spin down) in eV: -3.989 / -7.514
Spin multiplicity: 2
Largest force on an atom in eV/Å: 1.7

CARTESIAN COORDINATES (ANGSTROEM)
O 3.05 -0.50 0.74
C 1.96 -1.18 0.83
C 0.64 -0.48 0.64
C -0.29 -0.86 -0.53
C -1.64 -0.10 -0.54
N -1.41 1.33 -0.68
N 0.93 0.97 0.62
H 1.83 -2.26 0.97
H 0.01 -0.74 1.52
H -0.47 -1.94 -0.49
H 0.17 -0.60 -1.50
H -2.13 -0.33 0.40
H -2.20 -0.54 -1.37
H -2.29 1.82 -0.60
H -1.17 1.52 -1.64
H 0.06 1.51 0.39
H 1.50 1.16 -0.20
H 1.47 1.23 1.44

---

(2)
A molecular structure, C24H42AsN5NaO6Si3Te in a non-equilibrium geometry, computed with ωB97M-V/def2-TZVPD.

E_LUMO in eV: 2.1
HOMO-LUMO gap in eV: 7.3027
Total charge: -1
HOMO level in eV: -5.161
Largest force on an atom in eV/Å: 1.7

CARTESIAN COORDINATES (ANGSTROEM)
Na -2.15 0.35 -0.98
O -3.57 3.82 -0.48
C -2.79 2.89 -0.65
O -2.52 1.93 0.16
C -1.95 2.83 -2.01
O -1.99 3.74 -2.84
O -1.25 1.77 -2.13
N 0.91 0.29 -3.37
N 0.13 0.92 -4.37
C -1.21 0.75 -4.28
N -1.97 1.66 -4.92
N -1.60 -0.40 -3.70
N -2.84 -0.40 -3.18
O -3.01 -1.17 -2.21
O -3.77 0.29 -3.58
H 0.71 0.76 -2.48
H 1.88 0.42 -3.61
H 0.37 1.89 -4.54
H -1.71 2.62 -4.67
H -2.95 1.49 -4.75
Te -0.41 -2.56 -1.55
C 0.78 -4.10 -0.68
C 1.66 -4.79 -1.51
C 2.42 -5.85 -1.01
C 2.30 -6.23 0.31
C 1.43 -5.54 1.15
C 0.68 -4.47 0.66
C -2.04 -3.23 -0.38
C -2.44 -2.49 0.74
C -3.54 -2.88 1.49
C -4.25 -4.01 1.13
C -3.86 -4.76 0.03
C -2.76 -4.37 -0.73
H 1.75 -4.51 -2.55
H 3.09 -6.38 -1.68
H 2.87 -7.06 0.70
H 1.33 -5.82 2.19
H 0.02 -3.94 1.33
H -1.88 -1.61 1.03
H -3.83 -2.29 2.35
H -5.12 -4.32 1.71
H -4.41 -5.65 -0.25
H -2.46 -4.95 -1.59
C 1.87 -1.37 1.86
Si 2.43 0.23 1.10
C 3.21 -0.19 -0.55
C 3.81 0.87 2.18
As 0.43 1.34 0.55
Si -0.43 1.77 2.71
C -1.44 3.32 2.85
C -1.50 0.31 3.12
C 0.88 1.86 4.04
Si 1.24 3.48 -0.07
C 0.02 4.86 0.18
C 2.81 3.97 0.81
C 1.66 3.42 -1.88
H 2.68 -2.11 1.85
H 1.03 -1.78 1.31
H 1.55 -1.23 2.90
H 4.19 -0.66 -0.39
H 3.36 0.70 -1.17
H 2.57 -0.88 -1.11
H 4.51 0.03 2.27
H 3.48 1.16 3.18
H 4.34 1.72 1.75
H -2.04 3.50 1.96
H -0.81 4.19 3.05
H -2.12 3.18 3.70
H -2.38 0.30 2.47
H -1.84 0.38 4.16
H -0.96 -0.64 3.00
H 1.66 2.59 3.81
H 1.37 0.90 4.21
H 0.40 2.17 4.98
H -0.01 5.16 1.23
H -1.00 4.63 -0.13
H 0.38 5.70 -0.42
H 2.74 3.85 1.89
H 3.01 5.02 0.59
H 3.66 3.37 0.46
H 0.75 3.24 -2.47
H 2.38 2.63 -2.11
H 2.09 4.38 -2.18

---

(3)
A single C8H8Si molecule in a non-equilibrium geometry, computed with ωB97M-V/def2-TZVPD.

E_LUMO in eV: 0.1
HOMO-LUMO gap in eV: 7.2728
Total charge: 0
HOMO level in eV: -7.209
SMILES: C1=C(c2ccccc2)[SiH2]1
Largest force on an atom in eV/Å: 4.5

CARTESIAN COORDINATES (ANGSTROEM)
C 2.72 -0.07 0.24
C 2.19 1.16 -0.03
C 1.84 -1.15 0.37
C 0.80 1.38 -0.25
C 0.49 -1.03 0.06
C 0.00 0.24 -0.34
C -2.45 -0.32 -1.13
C -1.39 0.14 -0.53
Si -3.38 -0.11 0.59
H 3.76 -0.20 0.33
H 2.71 2.14 0.01
H 2.30 -2.12 0.57
H 0.45 2.45 -0.48
H -0.30 -1.77 0.26
H -2.41 -0.64 -2.15
H -4.09 1.15 0.86
H -3.25 -1.26 1.62

---

(4)
2 unconnected molecules or ions with the total composition C5H13N in a non-equilibrium geometry, computed with ωB97M-V/def2-TZVPD.

E_LUMO in eV: 1.1
HOMO-LUMO gap in eV: 9.4610
Total charge: 0
HOMO level in eV: -8.386
SMILES: C=CN.CCC
Largest force on an atom in eV/Å: 3.7

CARTESIAN COORDINATES (ANGSTROEM)
C 0.50 -0.63 -1.63
C -1.04 -0.64 -1.61
C -1.75 0.65 -1.18
H 0.94 -0.40 -0.72
H 1.02 -1.51 -2.00
H 0.82 0.02 -2.53
H -1.40 -0.99 -2.64
H -1.40 -1.42 -0.91
H -2.79 0.64 -0.88
H -1.59 1.26 -2.08
H -1.36 1.13 -0.22
C 0.74 -0.99 2.19
C 0.58 0.37 2.01
N 1.61 1.31 1.71
H 1.72 -1.43 2.13
H -0.12 -1.62 2.23
H -0.37 0.92 2.11
H 2.56 1.07 2.00
H 1.34 2.27 2.04

---

Relative energy (zero: lowest compared OMol25 entry of this formula, charge and spin) / kJ/mol: 147.1; 148.1; 138.7; 175.0